(1)
Below is a structure of composition CH46AgO26, with properties calculated with the ωB97M-V functional and the def2-TZVPD basis.

Structure (XYZ):
```
74
Properties=species:S:1:pos:R:3:forces:R:3:mulliken_charge:R:1
Ag 1.079 1.125 -0.291 0.0 0.0 0.1 0.865
C -0.987 2.632 -0.548 3.5 -4.1 1.0 0.644
O -0.472 1.937 -1.583 0.6 0.9 1.2 -0.138
O -1.813 3.433 -0.686 -4.0 3.6 -0.7 -0.747
O -0.506 2.278 0.660 0.2 0.0 -1.8 -0.720
O 2.827 0.833 -1.761 -0.8 -1.0 -0.5 -0.580
H 2.495 0.169 -2.416 0.0 0.5 0.3 0.394
H 3.218 1.517 -2.350 0.1 0.2 0.1 0.389
O -3.059 2.373 5.035 0.1 0.0 -0.6 -0.619
H -2.820 2.360 4.088 0.2 0.0 0.4 0.339
H -3.830 1.803 5.009 -0.2 -0.1 0.3 0.310
O -0.818 -0.674 -0.782 0.1 -0.2 -0.4 -0.097
H -1.300 -0.117 -1.434 0.2 -0.2 0.4 0.070
H -0.551 -1.474 -1.282 -0.3 0.1 0.1 0.180
O 5.404 0.942 -1.560 -0.7 0.5 -0.8 -0.577
H 4.738 0.265 -1.376 0.0 0.2 0.2 0.419
H 6.185 0.659 -1.131 1.3 -0.4 0.7 0.252
O 3.824 2.790 -3.394 1.0 -1.3 -0.6 -0.716
H 3.115 3.306 -3.047 -0.5 1.4 0.6 0.335
H 4.671 2.954 -2.949 -0.6 0.2 0.1 0.307
O -1.914 -1.605 1.670 0.3 0.0 -1.0 -0.612
H -1.693 -1.243 0.769 -0.2 -0.2 0.6 0.373
H -2.401 -0.891 2.096 -0.1 0.4 0.2 0.316
O 1.514 4.463 -2.075 1.9 0.5 -0.2 -0.684
H 0.969 3.700 -1.940 -1.4 -0.1 0.0 0.381
H 1.091 5.317 -2.221 -0.6 -0.8 0.1 0.275
O 2.414 0.263 1.408 0.7 1.9 -1.1 -0.608
H 1.757 -0.360 1.727 -0.2 -1.4 0.6 0.619
H 3.189 -0.091 0.922 -0.6 -0.5 0.5 0.310
O -0.495 -3.320 -1.742 -0.2 0.1 -1.0 -0.653
H -0.810 -3.484 -2.653 0.3 0.2 0.5 0.282
H -1.328 -3.350 -1.231 -0.2 -0.3 0.4 0.370
O 4.374 -1.380 -0.053 -0.3 1.2 0.7 -0.645
H 3.715 -1.843 -0.564 -0.8 -0.7 -0.4 0.403
H 5.215 -1.755 -0.242 0.9 -0.6 -0.2 0.279
O -4.127 2.539 -2.173 0.4 -0.1 0.4 -0.701
H -3.314 2.700 -1.648 -0.2 0.2 -0.1 0.395
H -4.319 3.398 -2.535 -0.3 0.4 -0.3 0.290
O -0.586 1.425 -4.740 0.8 0.5 1.0 -0.709
H -0.394 1.910 -3.908 0.1 -0.2 -0.5 0.282
H -1.468 1.129 -4.547 -0.8 -0.4 -0.1 0.322
O 2.207 -2.828 -1.154 -0.8 0.1 -0.9 -0.734
H 2.336 -3.021 -2.108 -0.2 0.2 0.9 0.289
H 1.213 -2.794 -1.072 1.3 -0.3 -0.2 0.248
O 0.757 -2.020 5.505 0.6 0.9 0.0 -0.690
H 1.437 -2.288 4.864 -0.1 0.3 0.6 0.327
H 0.951 -1.083 5.792 -0.4 -1.4 -0.6 0.327
O -3.053 0.208 -2.301 -1.4 0.4 0.2 -0.581
H -3.601 0.010 -1.525 0.5 -0.8 0.2 0.283
H -3.635 0.967 -2.565 0.9 0.0 -0.5 0.258
O -0.406 0.566 5.174 0.9 0.3 -0.1 -0.649
H -1.054 0.995 5.718 -1.1 0.1 0.5 0.299
H 0.197 1.317 5.005 -0.1 -0.4 -0.4 0.338
O 0.638 -1.343 2.577 -1.0 0.2 1.3 -0.704
H -0.273 -1.383 2.190 0.4 -0.2 -0.1 0.263
H 0.393 -1.260 3.545 0.6 0.0 -1.2 0.310
O -2.236 1.081 2.554 -1.0 1.2 -2.5 -0.812
H -2.057 1.598 1.660 0.4 -1.5 2.9 0.402
H -1.430 0.952 3.056 0.8 0.3 -0.1 0.366
O -2.144 -4.405 3.342 0.8 0.9 0.1 -0.593
H -1.385 -3.858 3.635 -0.7 0.0 -0.4 0.299
H -1.901 -5.244 3.715 -0.1 -0.8 0.2 0.287
O 1.695 -0.415 -4.073 0.8 -0.7 0.5 -0.588
H 2.285 -0.644 -4.813 -0.9 0.5 0.2 0.245
H 0.880 0.034 -4.332 0.0 0.2 -0.7 0.349
O -2.570 -3.651 -0.083 -1.0 -1.1 1.1 -0.648
H -3.049 -4.520 0.020 0.9 1.5 -0.1 0.259
H -2.472 -3.284 0.836 -0.1 -0.3 -0.8 0.308
O 1.098 2.093 3.671 1.1 -1.3 0.0 -0.623
H 1.237 2.854 3.140 -0.2 1.4 -0.7 0.280
H 1.815 1.521 3.321 -0.6 0.0 0.3 0.273
O -3.239 -2.514 -3.256 0.4 0.5 -0.2 -0.580
H -4.163 -2.732 -3.299 -0.6 -0.4 0.0 0.272
H -3.261 -1.540 -3.269 0.3 -0.1 0.2 0.324
```
Positions in Å, forces in eV/Å.

Computed properties:
Multiplicity   2
DFT total energy   -2168.9661 Eh

=====

(2)
Below is a cluster of 2 separate species, C2H6O2P2 in total, with properties calculated with the ωB97M-V functional and the def2-TZVPD basis.

Structure (XYZ):
```
12
Properties=species:S:1:pos:R:3:forces:R:3:nbo_charge:R:1
C -0.810 1.438 0.200 3.3 1.6 -0.4 0.552
C -1.575 0.332 0.693 -1.9 1.0 2.1 -0.767
O -1.040 2.591 0.208 0.0 0.1 -0.2 -0.512
O 2.611 1.630 0.315 0.0 1.0 1.1 -1.017
P 1.552 -1.047 0.671 -2.3 1.2 0.3 -0.113
P 1.645 0.784 -0.680 -2.3 -0.7 0.8 0.621
H -1.902 -0.012 -0.253 -1.2 -1.1 -0.8 0.259
H -0.899 -0.400 1.099 -0.2 -0.3 0.5 0.256
H -2.442 0.777 1.418 2.0 -1.5 -1.8 0.242
H 2.282 1.867 1.211 0.2 -0.4 -0.9 0.502
H 2.670 -1.638 0.305 2.3 -1.0 -0.8 -0.020
H 0.763 -1.913 -0.142 0.0 0.3 0.1 -0.003
```
Positions in Å, forces in eV/Å.

Computed properties:
DFT total energy   -912.8923 Eh

=====

(3)
Below is an isolated molecule of C5H6F2N2O, with properties calculated with the ωB97M-V functional and the def2-TZVPD basis.

Structure (XYZ):
```
16
Properties=species:S:1:pos:R:3:forces:R:3:nbo_charge:R:1
C -0.666 -2.165 -1.034 0.9 0.0 -0.3 0.499
C 0.183 -0.063 -0.337 -0.1 1.0 1.4 -0.167
C -0.946 -0.633 -1.138 -1.8 -0.3 1.0 0.626
C 1.128 1.507 1.310 -1.0 1.3 -1.6 -0.622
C -0.163 0.951 0.749 -1.6 -1.1 0.4 -0.381
N 0.350 -2.310 -0.083 -0.1 0.0 0.1 -0.162
N 0.826 -1.223 0.211 1.0 0.3 1.1 -0.041
O -1.046 -3.064 -1.681 -1.8 -1.3 -1.5 -0.457
F -2.176 -0.406 -0.512 0.9 -0.2 -0.8 -0.330
F -1.006 -0.068 -2.358 -0.2 -0.6 0.2 -0.296
H 0.798 0.376 -1.053 1.5 0.9 -1.2 0.230
H 1.717 0.639 1.354 1.9 -0.4 0.2 0.218
H 1.118 2.039 2.217 -0.6 0.0 1.7 0.226
H 1.415 2.364 0.655 0.6 -1.2 -0.2 0.213
H -0.723 1.723 0.214 -0.5 0.0 0.6 0.221
H -0.807 0.333 1.487 0.9 1.5 -0.9 0.223
```
Positions in Å, forces in eV/Å.

Computed properties:
Multiplicity   3
DFT total energy   -578.4596 Eh

=====

Q: Which of these has the highest DFT total energy?
A: C5H6F2N2O

=====

Q: Among the records above, which one has the highest DFT total energy?
A: C5H6F2N2O

=====

Repeat the third record exactly.
Below is an isolated molecule of C5H6F2N2O, with properties calculated with the ωB97M-V functional and the def2-TZVPD basis.

Structure (XYZ):
```
16
Properties=species:S:1:pos:R:3:forces:R:3:nbo_charge:R:1
C -0.666 -2.165 -1.034 0.9 0.0 -0.3 0.499
C 0.183 -0.063 -0.337 -0.1 1.0 1.4 -0.167
C -0.946 -0.633 -1.138 -1.8 -0.3 1.0 0.626
C 1.128 1.507 1.310 -1.0 1.3 -1.6 -0.622
C -0.163 0.951 0.749 -1.6 -1.1 0.4 -0.381
N 0.350 -2.310 -0.083 -0.1 0.0 0.1 -0.162
N 0.826 -1.223 0.211 1.0 0.3 1.1 -0.041
O -1.046 -3.064 -1.681 -1.8 -1.3 -1.5 -0.457
F -2.176 -0.406 -0.512 0.9 -0.2 -0.8 -0.330
F -1.006 -0.068 -2.358 -0.2 -0.6 0.2 -0.296
H 0.798 0.376 -1.053 1.5 0.9 -1.2 0.230
H 1.717 0.639 1.354 1.9 -0.4 0.2 0.218
H 1.118 2.039 2.217 -0.6 0.0 1.7 0.226
H 1.415 2.364 0.655 0.6 -1.2 -0.2 0.213
H -0.723 1.723 0.214 -0.5 0.0 0.6 0.221
H -0.807 0.333 1.487 0.9 1.5 -0.9 0.223
```
Positions in Å, forces in eV/Å.

Computed properties:
Multiplicity   3
DFT total energy   -578.4596 Eh